The following is a quantum chemistry calculation of 12 unconnected molecules or ions with the total composition C26H79N11O12, from the OMol25 dataset.

The geometry in XYZ format:
```
128
Properties=species:S:1:pos:R:3:forces:R:3:mulliken_charge:R:1
C 3.4571 4.8073 9.4887 0.33 0.47 -0.35 -0.693
O 3.2630 5.0880 8.0978 -0.44 1.67 2.19 -0.411
C 3.6971 4.0734 7.2944 0.79 0.04 -0.83 -0.700
C 2.9861 2.7644 7.6021 1.52 -0.81 -0.90 0.447
C 4.0007 1.7043 8.1761 -2.12 -0.41 1.12 -1.437
N 2.4251 2.1683 6.4067 -0.49 -0.22 -0.31 -0.774
H 3.4584 5.7190 10.0860 -0.49 0.23 -0.37 0.276
H 4.4629 4.4210 9.6538 0.05 -0.53 -0.06 0.301
H 2.6849 4.1296 9.8529 0.16 -0.09 0.17 0.241
H 3.6292 4.5065 6.2965 -0.90 -0.69 -0.42 0.380
H 4.7820 3.9818 7.3462 0.46 -0.42 0.62 0.322
H 2.0760 2.9584 8.1697 0.54 0.11 0.78 0.297
H 4.0441 1.7340 9.2649 1.47 1.00 0.13 0.380
H 4.8703 1.5196 7.5454 0.35 0.74 0.52 0.406
H 3.5497 0.7133 8.2267 -0.70 -0.28 -0.87 0.449
H 3.1983 1.7521 5.9077 0.07 -0.13 -0.53 0.274
H 1.9890 1.3869 6.8750 -0.61 -0.66 -0.91 0.243
C -1.9752 -4.7004 6.6173 -0.47 1.39 0.28 -0.782
O -0.8894 -4.4567 5.7065 -0.06 -1.60 1.32 -0.329
C 0.0660 -5.5563 5.7730 -2.08 1.16 -1.22 -0.577
C -0.6095 -6.8750 5.3500 2.24 -1.23 0.42 0.343
C -1.6561 -6.9483 4.2891 -0.15 0.78 -1.11 -1.316
N -0.8488 -7.8208 6.4205 -0.25 -0.22 0.64 -0.621
H -2.6431 -5.5614 6.5893 0.20 -0.44 -1.59 0.240
H -2.5818 -3.8033 6.4934 -0.22 -0.14 0.20 0.282
H -1.7600 -4.8091 7.6803 1.20 0.64 0.26 0.321
H 0.8332 -5.3365 5.0306 -0.02 0.30 0.10 0.285
H 0.5215 -5.5850 6.7629 -0.03 -0.28 0.16 0.367
H 0.2607 -7.3141 4.8620 0.18 -0.47 -0.26 0.277
H -2.5076 -6.2758 4.3924 -0.04 -0.14 0.19 0.273
H -1.9793 -7.9751 4.1180 -0.08 0.01 0.43 0.408
H -1.1579 -6.6851 3.3560 -0.21 0.29 -0.19 0.341
H -1.7717 -7.7759 6.8284 -0.09 0.21 0.06 0.242
H -0.1628 -7.6499 7.1418 -0.13 -0.25 0.31 0.246
C -1.0744 2.3219 -3.1748 -0.61 -0.86 0.15 -0.757
O -0.7864 0.9363 -2.9984 -1.11 0.11 -3.40 -0.333
C -0.0871 0.6873 -1.8881 0.17 1.15 3.24 -0.655
C 0.0060 -0.7649 -1.4752 -1.68 0.30 -2.87 0.463
C -1.4172 -1.4045 -1.2779 1.61 -0.79 -0.70 -1.462
N 0.8332 -1.0630 -0.3851 0.22 -0.85 1.69 -0.571
H -0.3247 3.0086 -2.7818 0.42 -0.23 -0.05 0.335
H -1.9877 2.4905 -2.6042 -0.24 0.45 -0.13 0.308
H -1.2272 2.4905 -4.2408 -0.07 0.06 0.15 0.234
H 0.8633 1.2082 -2.0044 0.76 -0.33 0.55 0.342
H -0.6516 1.1807 -1.0970 0.24 0.45 0.97 0.279
H 0.3805 -1.1555 -2.4214 0.30 -0.99 -0.08 0.177
H -1.2911 -2.4871 -1.2673 0.39 -0.24 0.29 0.399
H -1.9989 -1.3259 -2.1964 -0.45 0.86 0.43 0.369
H -1.8657 -1.1866 -0.3086 -0.37 0.64 -0.32 0.379
H 1.4675 -0.3854 0.0131 -0.13 0.34 -0.46 0.242
H 0.1918 -1.3614 0.3358 0.55 -0.09 0.55 0.252
N 6.2441 2.0548 -0.8033 -1.25 -0.82 -3.52 -0.365
C 6.5447 2.2124 0.4777 -2.35 -3.81 -0.95 0.616
N 7.2976 3.2099 0.6403 4.68 6.22 3.27 -0.347
O 6.1789 1.4415 1.3386 -0.50 -0.41 1.15 -0.661
H 5.5649 1.3744 -1.1128 0.28 0.06 0.38 0.211
H 6.5142 2.7426 -1.4918 -0.17 -0.17 0.21 0.151
H 7.7589 3.8543 0.0141 -0.63 -0.66 -0.58 0.173
H 7.4993 3.4869 1.5904 -0.07 -0.41 0.02 0.222
N -6.0693 -7.2788 -5.8325 -8.15 5.88 -4.84 -0.337
C -5.2563 -7.7673 -5.0339 1.52 1.34 6.09 0.652
N -4.6845 -8.6483 -5.7379 5.54 -6.94 -2.81 -0.311
O -5.1251 -7.4125 -3.8696 0.76 -0.24 0.35 -0.673
H -6.1599 -7.6642 -6.7617 -0.50 1.01 0.37 0.103
H -6.6843 -6.5204 -5.5743 0.01 -0.31 0.07 0.204
H -5.1154 -8.7877 -6.6407 1.22 -0.68 0.35 0.155
H -3.7401 -8.9892 -5.6281 -0.39 -0.04 0.42 0.207
N -8.0812 10.4308 -2.8219 -1.48 0.46 -4.77 -0.344
C -7.6911 10.4167 -1.5956 -2.14 1.71 5.70 0.664
N -6.7381 9.5296 -1.3943 1.74 -1.25 -0.10 -0.360
O -8.2493 11.0441 -0.6623 1.09 -0.28 -1.52 -0.674
H -7.6650 9.7652 -3.4574 -0.39 0.56 -0.25 0.139
H -8.7653 11.0843 -3.1756 0.17 -0.27 0.33 0.210
H -6.5965 8.9988 -2.2418 1.12 -0.66 1.11 0.149
H -6.3547 9.3758 -0.4727 -0.12 -0.27 -0.49 0.215
N -2.5101 5.7482 5.4819 0.76 0.86 6.35 -0.356
C -2.8730 5.5454 4.2728 -1.64 3.37 -2.45 0.647
N -1.9112 4.9043 3.6708 1.85 -3.13 -4.73 -0.386
O -3.7989 6.1424 3.7081 0.06 -1.22 0.21 -0.666
H -2.8257 6.5409 6.0225 -0.25 -0.37 -0.23 0.219
H -1.6647 5.2891 5.7894 -0.34 0.35 0.31 0.174
H -2.0742 4.7660 2.6837 0.13 -0.16 0.12 0.202
H -1.0006 4.5992 3.9836 -0.53 0.28 0.43 0.164
C -5.4359 -0.9589 -8.2689 -0.57 1.05 1.00 -1.137
C -3.9687 -0.8224 -8.6686 -2.36 0.21 0.16 -0.082
O -3.7313 -1.9482 -9.4937 1.16 0.36 0.44 -0.499
H -6.1427 -1.0661 -9.0917 0.38 -0.33 -0.20 0.300
H -5.7743 -0.0553 -7.7618 0.16 0.51 -0.10 0.359
H -5.6562 -1.6762 -7.4784 0.38 -0.65 -0.41 0.299
H -3.3846 -0.6900 -7.7579 0.47 -0.72 0.00 0.245
H -3.8682 0.1280 -9.1928 0.18 -0.01 -0.48 0.223
H -2.7742 -1.9915 -9.5541 0.19 -0.45 -0.39 0.293
C -7.7581 -0.3255 0.6675 -0.16 -0.12 -0.97 -1.062
C -7.0131 0.8273 -0.0957 -0.05 -0.17 0.28 -0.027
O -7.6088 1.1691 -1.3257 -1.94 -0.54 -0.98 -0.546
H -7.7556 -1.2765 0.1349 0.32 0.09 -0.46 0.295
H -8.8246 -0.1432 0.7991 0.01 0.58 -0.08 0.295
H -7.3956 -0.6055 1.6567 0.51 0.66 0.00 0.332
H -6.0027 0.5706 -0.4137 0.39 -0.22 1.16 0.213
H -7.0856 1.7450 0.4880 0.63 -0.17 0.59 0.196
H -7.0377 1.6433 -1.9345 0.30 -0.12 0.47 0.303
C 3.6144 -3.6485 -7.6395 0.58 0.09 0.23 -0.942
C 2.7501 -2.9323 -8.6694 0.53 -0.94 -0.92 -0.169
O 1.9594 -3.9414 -9.3050 -1.76 0.42 0.33 -0.542
H 4.1944 -4.4535 -8.0908 -0.02 0.03 -0.38 0.287
H 3.0084 -4.1539 -6.8876 -0.30 0.24 -0.06 0.264
H 4.3569 -3.0576 -7.1033 -0.16 0.42 -0.07 0.319
H 3.2232 -2.4010 -9.4952 1.07 -0.05 0.25 0.243
H 2.1332 -2.1284 -8.2679 -0.59 -0.64 0.39 0.241
H 2.4229 -4.6168 -9.8057 0.65 0.44 0.24 0.299
C 4.7968 5.1959 -6.6575 -0.02 -0.12 1.16 -0.970
C 5.7917 6.0868 -5.8809 0.12 0.40 -1.98 -0.284
O 6.6917 5.4355 -5.0410 -0.11 -0.80 1.26 -0.514
H 4.0749 4.7832 -5.9528 -0.36 0.32 0.10 0.251
H 5.1992 4.2718 -7.0726 0.58 0.36 -0.43 0.331
H 4.2812 5.7938 -7.4091 0.02 -0.18 -0.04 0.305
H 5.2488 6.8877 -5.3791 0.07 -0.32 0.51 0.304
H 6.4538 6.5990 -6.5790 -0.39 0.39 -0.62 0.276
H 7.2332 4.8766 -5.6032 0.09 -0.07 0.08 0.302
C 7.6503 -5.0453 4.1649 0.93 1.00 -0.80 -0.797
C 7.6682 -5.2501 2.6511 -0.73 -0.27 -0.30 -0.326
O 6.3748 -5.6452 2.1815 0.06 -0.52 -0.10 -0.522
H 7.8042 -6.0015 4.6650 -0.36 0.23 0.17 0.250
H 6.7981 -4.4613 4.5125 -0.27 -0.48 -0.06 0.264
H 8.4950 -4.3860 4.3646 0.35 -0.19 0.41 0.293
H 8.4015 -6.0230 2.4206 -0.25 -0.35 -0.07 0.228
H 7.9595 -4.4352 1.9884 0.31 0.63 0.71 0.307
H 5.9220 -4.8516 1.8870 -0.05 -0.05 0.04 0.303
```
Forces are in eV/Å.

Its HOMO energy is -8.766 eV. The energy relative to the best compared isomer or geometry (same formula, charge and spin) is 773.2 kJ/mol. The lowest unoccupied orbital energy is 0.00620 Eh. The calculation puts the HOMO-LUMO gap at 8.935 eV. The molar mass is 737.983 g mol⁻¹. As for the largest force on an atom: 11.15 eV/Å.

***

The following is a quantum chemistry calculation of a gas-phase ion, C10H17N2O2 (charge +1), from the OMol25 dataset.

The geometry in XYZ format:
```
31
Properties=species:S:1:pos:R:3:forces:R:3:nbo_charge:R:1
C 2.5340 -2.8640 0.3695 0.78 4.19 -0.89 0.143
N 2.7270 -1.6909 -0.1278 -0.51 1.74 0.49 -0.397
C 2.4552 -0.3139 0.0180 -2.29 -5.69 -0.50 0.539
N 1.1566 0.1009 -0.0622 2.77 -0.55 0.79 -0.592
C -0.0365 -0.6160 0.2641 -0.34 1.64 -0.86 0.924
O -0.0555 -1.7859 0.4295 -0.01 -1.13 0.22 -0.581
O -0.9706 0.3064 0.2470 -0.59 -0.25 0.00 -0.535
C -2.4681 -0.0345 0.0616 1.32 0.39 -0.05 0.304
C -2.8415 -1.0839 1.1319 0.18 -0.94 -1.90 -0.664
C -3.1428 1.2937 0.2292 -0.25 0.17 1.84 -0.637
C -2.6144 -0.3806 -1.3991 -2.76 -0.23 -0.73 -0.663
C 3.4205 0.7036 -0.0647 3.03 1.64 -0.85 -0.136
C 4.7051 0.5249 -0.5589 -4.77 2.56 1.71 -0.173
C 2.8685 2.0471 0.2986 2.44 1.93 0.46 -0.682
H 2.8070 -3.6536 -0.2413 0.31 -1.66 -1.14 0.205
H 2.2457 -3.0176 1.3602 -0.64 -0.24 1.55 0.198
H 1.1887 1.1020 -0.0037 -1.29 0.25 -0.31 0.438
H -2.0910 -1.9252 1.1808 -1.09 0.85 -0.49 0.254
H -2.8650 -0.6982 2.1462 -0.59 0.38 -0.12 0.230
H -3.8012 -1.4562 0.6840 0.52 -0.02 1.30 0.237
H -2.6579 2.1465 -0.3276 -0.57 -1.09 0.57 0.238
H -3.1030 1.4258 1.3577 -0.51 0.77 -1.41 0.219
H -4.1765 1.0827 -0.1352 0.61 0.77 0.58 0.237
H -2.3187 -1.3439 -1.6029 0.67 -2.59 -0.31 0.220
H -3.6916 -0.3141 -1.8737 1.87 0.03 1.52 0.242
H -2.0216 0.1904 -2.0545 0.84 1.33 -0.41 0.230
H 5.1896 1.4690 -0.7663 0.95 -0.63 -0.02 0.240
H 4.8426 -0.4542 -0.7944 1.72 -2.39 -1.09 0.222
H 2.2205 2.5378 -0.3790 -0.98 -0.02 -1.32 0.238
H 2.3043 1.9563 1.2142 0.31 0.49 0.73 0.232
H 3.6849 2.8738 0.3147 -1.12 -1.68 0.67 0.268
```
Forces are in eV/Å.

Its HOMO energy (spin up / spin down) is -14.036 / -14.037 eV. The energy relative to the best compared isomer or geometry (same formula, charge and spin) is 324.1 kJ/mol. The lowest unoccupied orbital energy (spin up / spin down) is -0.18265 / -0.18264 Eh. The calculation puts the HOMO-LUMO gap (spin up / spin down) at 9.066 / 9.067 eV. Its total charge is +1. The molar mass is 197.258 g mol⁻¹. As for the largest force on an atom: 6.16 eV/Å.

***

> Which of these has the lowest energy relative to the best compared isomer or geometry (same formula, charge and spin)?

C10H17N2O2

***

> The highest energy relative to the best compared isomer or geometry (same formula, charge and spin) belongs to which entry?

C26H79N11O12

***

> Among the records above, which one has the lowest energy relative to the best compared isomer or geometry (same formula, charge and spin)?

C10H17N2O2

***

> The highest energy relative to the best compared isomer or geometry (same formula, charge and spin) belongs to which entry?

C26H79N11O12